[1]
{
  "formula": "C8H16FO21PS5",
  "method": "ωB97M-V/def2-TZVPD",
  "elements": ["S", "O", "O", "C", "C", "O", "O", "O", "S", "O", "O", "C", "S", "O", "H", "O", "C", "O", "H", "O", "H", "C", "H", "O", "H", "H", "H", "H", "H", "H", "F", "H", "H", "C", "H", "O", "O", "P", "H", "O", "O", "O", "S", "H", "O", "S", "C", "H", "O", "O", "O", "C"],
  "xyz": [[-3.778, 1.623, -0.764], [1.546, 0.846, 0.289], [3.880, -1.402, 1.417], [-1.446, 0.884, -0.214], [-2.104, 1.750, 1.039], [5.961, -4.537, -0.691], [-6.706, 4.304, 2.021], [-3.846, 3.057, -1.350], [-1.447, -1.011, -0.078], [7.341, -4.428, -2.821], [-6.090, 2.303, 3.376], [3.888, -4.344, -3.291], [6.089, -4.298, -2.109], [-4.928, 0.618, -1.046], [-1.588, 1.705, 2.092], [-5.116, 2.637, 1.053], [-8.599, 3.044, 1.422], [0.395, 3.190, -0.320], [5.660, -2.021, 3.446], [4.967, -5.187, -2.889], [-9.330, 2.861, 0.631], [-7.928, 4.408, 1.291], [5.030, -2.895, -4.443], [5.464, -2.829, -2.443], [7.015, -1.958, 2.286], [-9.084, 2.936, 2.398], [-2.018, 2.857, 0.618], [3.145, -4.336, -2.487], [-8.546, 5.213, 1.695], [-0.221, 2.123, -2.741], [0.010, -1.619, -0.747], [2.225, 0.386, -0.298], [4.780, -3.271, 1.540], [5.972, -1.681, 2.453], [-7.682, 4.628, 0.247], [-2.277, 1.067, -1.438], [4.330, 0.985, 0.830], [0.297, 1.635, -0.633], [3.757, -2.163, -3.428], [5.813, -0.265, 2.404], [3.515, 0.352, 3.152], [-2.739, -1.528, -0.808], [4.284, 0.082, 1.957], [3.427, -4.725, -4.206], [0.470, 1.465, -2.375], [-6.195, 2.756, 2.006], [5.045, -2.224, 1.370], [5.495, -2.120, 0.377], [-1.529, -1.501, 1.392], [-3.569, 1.487, 0.948], [-7.536, 2.096, 1.353], [4.502, -2.960, -3.486]],
  "mulliken_charge": [1.40, -0.30, -0.28, 0.44, -0.69, -0.51, -0.33, -0.55, 1.21, -0.56, -0.59, -0.31, 1.14, -0.55, 0.41, -0.35, -0.34, -0.68, 0.31, -0.31, 0.32, -0.34, 0.28, -0.31, 0.31, 0.30, 0.46, 0.26, 0.31, 0.36, -0.22, 0.32, 0.31, -0.40, 0.27, -0.32, -0.56, 0.72, 0.32, -0.34, -0.55, -0.54, 1.21, 0.31, -0.53, 0.94, -0.14, 0.15, -0.58, -0.25, -0.30, -0.32],
  "multiplicity": 1,
  "homo_ev": -11.02,
  "e_lumo_ev": -1.202,
  "largest_force_ev_per_a": 8.88,
  "total_energy_ev": -117725.456,
  "homo_lumo_gap_ev": 9.8
}

=====

[2]
{
  "formula": "C3H2N2",
  "method": "ωB97M-V/def2-TZVPD",
  "elements": ["N", "H", "C", "H", "N", "C", "C"],
  "xyz": [[1.938, -0.722, 0.356], [0.004, 1.199, -0.744], [0.025, 0.432, -0.015], [0.109, 0.926, 1.004], [-2.136, -1.036, -0.059], [1.237, -0.400, -0.519], [-1.177, -0.399, -0.023]],
  "mulliken_charge": [-0.25, 0.20, -0.04, 0.25, -0.32, -0.02, 0.17],
  "multiplicity": 1,
  "homo_ev": -12.08,
  "e_lumo_ev": -0.901,
  "largest_force_ev_per_a": 3.36,
  "total_energy_ev": -6120.787,
  "relative_energy_ev": 1.698,
  "homo_lumo_gap_ev": 11.2
}

=====

[3]
{
  "formula": "C3H10N2O2",
  "method": "ωB97M-V/def2-TZVPD",
  "elements": ["O", "H", "N", "C", "C", "H", "H", "C", "H", "H", "H", "H", "N", "H", "O", "H", "H"],
  "xyz": [[-0.613, -1.701, -1.299], [1.297, -2.229, 0.766], [0.514, 1.472, -1.930], [-0.493, 0.751, -1.243], [1.170, -1.230, 1.189], [-0.826, 1.158, -0.164], [-1.695, 1.678, 2.492], [-0.046, -0.689, -0.848], [0.156, -1.060, 1.679], [1.547, 0.349, -0.303], [0.138, 2.492, -1.790], [-1.299, 0.659, -1.958], [1.123, -0.531, -0.092], [0.505, 1.341, -2.941], [-1.305, 1.263, 3.358], [-1.746, 0.413, 3.432], [2.018, -0.878, 1.884]],
  "mulliken_charge": [-0.59, 0.32, -0.65, -0.18, -0.71, 0.04, 0.32, 0.39, 0.17, 0.30, 0.25, 0.38, -0.27, 0.25, -0.65, 0.32, 0.30],
  "multiplicity": 1,
  "homo_ev": -9.06,
  "e_lumo_ev": 0.430,
  "largest_force_ev_per_a": 4.62,
  "total_energy_ev": -10346.762,
  "relative_energy_ev": 2.726,
  "homo_lumo_gap_ev": 9.5
}

=====

[4]
{
  "formula": "C4H7N3O2",
  "method": "ωB97M-V/def2-TZVPD",
  "elements": ["C", "O", "N", "C", "H", "N", "C", "H", "O", "H", "H", "H", "H", "N", "C", "H"],
  "xyz": [[-1.819, -0.418, -0.262], [2.214, -1.073, 0.910], [-2.536, 0.466, -1.245], [1.873, 0.665, -0.841], [0.799, 2.399, 0.795], [-0.453, -0.564, -0.589], [1.326, 1.278, 0.464], [-0.140, -1.491, -0.146], [-2.439, -1.081, 0.731], [2.554, -0.245, -0.278], [1.335, 0.117, 2.879], [-3.622, 0.394, -0.997], [-1.678, 1.145, -1.508], [0.402, 0.587, -0.699], [1.666, 0.172, 1.567], [2.377, 1.313, -1.713]],
  "mulliken_charge": [0.44, -0.56, -0.52, -0.50, 0.29, -0.15, -0.10, 0.29, -0.60, 0.39, 0.30, 0.31, 0.35, -0.17, -0.01, 0.25],
  "multiplicity": 1,
  "homo_ev": -9.30,
  "e_lumo_ev": -1.381,
  "largest_force_ev_per_a": 9.56,
  "total_energy_ev": -12817.227,
  "relative_energy_ev": 10.303,
  "homo_lumo_gap_ev": 7.9
}

=====

[5]
{
  "formula": "C8H24N3P",
  "method": "ωB97M-V/def2-TZVPD",
  "elements": ["H", "H", "N", "P", "H", "H", "C", "H", "H", "C", "C", "H", "C", "H", "N", "H", "H", "H", "H", "H", "H", "C", "H", "C", "H", "H", "C", "H", "H", "H", "H", "H", "N", "H", "C", "H"],
  "xyz": [[-1.125, 1.565, 1.869], [0.210, -2.803, 0.343], [-2.153, 1.469, -0.966], [-0.468, -0.539, -0.197], [-3.461, -0.944, -0.893], [3.498, -1.420, 0.216], [-0.635, -0.664, -2.048], [-1.572, -2.667, 0.535], [-2.756, 2.018, 1.613], [-2.152, 0.606, 0.193], [2.506, -1.227, 0.050], [-2.810, 1.323, -1.789], [2.828, 1.185, -0.923], [2.645, 2.230, -0.619], [0.799, 0.445, 0.345], [1.998, -1.873, 0.682], [3.937, 0.956, -1.061], [-4.321, 0.297, 0.064], [0.441, 1.359, 0.045], [-3.332, -1.126, 0.788], [3.468, 1.355, 1.498], [2.270, 0.213, 0.229], [0.241, -0.863, -2.681], [-3.398, -0.367, 0.004], [-1.530, -1.204, -2.295], [-2.326, 2.533, -0.743], [-2.050, 1.202, 1.546], [1.774, 1.073, 1.846], [-0.258, -2.159, 1.702], [-0.791, 0.388, -2.509], [-2.430, 0.468, 2.314], [2.328, -1.482, -0.959], [2.723, 0.706, 1.644], [2.346, 1.013, -1.859], [-0.586, -2.158, 0.703], [3.099, -0.008, 2.283]],
  "mulliken_charge": [0.29, 0.51, -0.48, 0.77, 0.39, 0.56, -1.23, 0.43, 0.52, 0.65, -2.20, 0.29, -1.37, 0.49, -0.40, 0.56, 0.40, 0.39, 0.39, 0.43, 0.36, 0.98, 0.37, -1.55, 0.42, 0.25, -1.43, 0.31, 0.48, 0.38, 0.33, 0.48, -0.05, 0.36, -1.46, 0.36],
  "multiplicity": 1,
  "charge": 2,
  "homo_ev": -15.96,
  "e_lumo_ev": -6.199,
  "largest_force_ev_per_a": 4.51,
  "total_energy_ev": -22427.563,
  "relative_energy_ev": 0.000,
  "homo_lumo_gap_ev": 9.8
}

=====

[6]
{
  "formula": "C20H49BBrFN3O8",
  "method": "ωB97M-V/def2-TZVPD",
  "elements": ["O", "C", "H", "C", "H", "H", "H", "O", "H", "H", "H", "C", "H", "C", "C", "H", "C", "H", "C", "H", "H", "H", "H", "C", "O", "H", "H", "H", "C", "H", "H", "H", "H", "C", "O", "H", "N", "H", "H", "O", "F", "C", "H", "H", "H", "H", "N", "H", "H", "C", "C", "H", "H", "C", "H", "C", "H", "H", "H", "C", "H", "H", "H", "H", "C", "O", "N", "H", "H", "C", "H", "C", "H", "O", "O", "H", "H", "Br", "H", "B", "C", "H", "H"],
  "xyz": [[-2.148, 1.179, 1.897], [-0.274, -2.027, -5.490], [5.945, 1.703, -3.938], [-1.885, -5.568, -3.327], [0.894, -6.341, -1.751], [2.620, -3.473, -5.102], [2.961, 1.515, 5.524], [-0.316, 4.062, 3.812], [1.493, 2.492, 5.632], [1.771, 4.941, 8.105], [-0.893, 1.502, 0.247], [1.006, 5.758, 4.928], [-1.438, 2.965, 1.099], [-3.454, 1.314, 1.356], [1.548, -3.476, -4.909], [-3.371, -3.608, -1.014], [-1.953, -4.321, -4.185], [1.130, 6.844, 4.983], [-1.157, -2.286, 0.981], [-1.898, -2.192, 1.781], [2.867, 3.061, 4.660], [-0.747, -6.250, -1.074], [-0.555, -2.798, -6.221], [-0.061, -5.821, -1.811], [3.159, 3.140, 6.721], [-0.496, -3.437, -3.087], [-0.791, -1.289, 0.723], [-2.162, -0.102, -0.338], [2.042, 5.308, 7.111], [-0.350, -1.060, -5.993], [4.088, 4.799, 7.367], [0.093, -4.767, -1.557], [-2.767, -1.522, -2.084], [-1.141, 1.920, 1.228], [4.769, -0.065, -3.183], [-2.370, -5.390, -2.361], [-3.148, -0.206, -0.535], [-3.006, -4.115, -4.411], [-4.132, 1.532, 2.187], [-0.548, -5.999, -3.127], [6.708, -0.203, -4.614], [2.584, 2.535, 5.577], [-3.622, -2.823, 0.545], [4.247, -1.699, -4.307], [-2.206, -1.654, -4.644], [-0.252, 1.891, 1.855], [0.849, 5.236, 6.278], [-2.344, 3.945, 4.251], [-4.967, 0.148, 0.411], [-3.056, -2.764, -0.395], [3.287, 4.546, 6.667], [-0.843, -1.190, -3.635], [-1.451, -4.540, -5.138], [-1.405, 3.411, 4.434], [-1.480, 2.419, 3.993], [-0.207, 5.452, 4.076], [2.316, 6.363, 7.227], [-3.838, -0.774, 1.412], [1.884, 5.353, 4.407], [3.434, 0.091, -5.034], [-3.490, 2.153, 0.654], [-2.421, -6.377, -3.835], [2.961, -1.086, -3.200], [1.395, -3.806, -3.876], [-3.374, -1.496, -1.179], [-1.681, -2.975, -0.136], [-1.390, -3.180, -3.486], [0.536, 4.276, 6.228], [-0.311, -2.864, 1.353], [3.784, -0.805, -3.857], [-4.423, -1.543, -1.492], [-3.909, 0.040, 0.676], [2.858, -0.346, -5.844], [4.629, 0.560, -5.451], [1.081, -2.163, -5.129], [-1.118, 5.822, 4.557], [3.624, 4.854, 5.670], [2.234, 1.586, -4.363], [-0.096, 5.962, 3.115], [5.571, 0.584, -4.255], [-1.218, -1.977, -4.295], [-1.269, 3.309, 5.517], [1.065, -4.192, -5.582]],
  "mulliken_charge": [-0.32, -0.71, -0.27, -0.55, 0.26, 0.32, 0.31, -0.22, 0.15, 0.38, 0.39, -0.20, 0.38, -0.77, -0.77, 0.21, -0.54, 0.37, -0.69, 0.31, 0.27, 0.35, 0.39, -0.58, -0.43, -0.19, 0.21, 0.02, -0.71, 0.37, 0.34, 0.17, -0.01, -0.78, -0.63, 0.16, -0.22, 0.32, 0.41, -0.38, -0.44, -0.51, 0.51, 0.09, 0.43, 0.19, -0.32, 0.38, 0.33, -0.54, -0.48, 0.38, 0.27, -0.73, 0.14, -0.91, 0.39, 0.20, 0.19, 0.16, 0.41, 0.41, 0.23, 0.24, -0.47, -0.33, 0.42, 0.10, 0.33, -0.20, 0.46, -0.27, 0.27, -0.61, -0.20, 0.42, 0.35, -0.40, 0.38, 0.76, -0.87, 0.35, 0.35],
  "multiplicity": 1,
  "charge": -1,
  "homo_ev": -5.28,
  "e_lumo_ev": 2.203,
  "largest_force_ev_per_a": 1.23,
  "total_energy_ev": -115822.040,
  "homo_lumo_gap_ev": 7.5
}

=====

[7]
{
  "formula": "C23H20O2",
  "method": "ωB97M-V/def2-TZVPD",
  "elements": ["C", "C", "H", "C", "C", "C", "H", "H", "H", "H", "H", "H", "H", "H", "C", "O", "C", "O", "C", "C", "C", "C", "C", "H", "C", "C", "H", "C", "C", "H", "C", "C", "H", "C", "H", "C", "C", "H", "H", "H", "C", "H", "C", "H", "H"],
  "xyz": [[2.478, -2.191, 2.842], [2.183, 0.552, 2.441], [-1.795, -3.675, 6.712], [3.611, -1.427, 2.552], [-1.563, 3.941, 2.256], [1.052, -0.191, 2.843], [-1.764, 1.984, 7.800], [-1.952, 4.566, 3.073], [-0.495, 4.150, 2.118], [-1.432, 4.303, 8.605], [2.562, -3.264, 2.994], [-3.637, -3.157, 5.097], [0.346, -2.202, 3.149], [-0.507, -1.806, 7.773], [-2.870, 2.555, 5.993], [-2.893, 1.941, 2.273], [-3.652, 3.643, 5.473], [-1.303, -0.450, 3.071], [-0.373, 0.374, 2.995], [-2.155, 2.810, 7.203], [-1.773, 2.462, 2.511], [-2.930, 1.337, 5.294], [-1.252, -1.585, 6.995], [-2.110, 4.190, 1.341], [1.222, -1.584, 2.965], [-2.051, 4.108, 7.715], [-4.295, 5.683, 5.658], [-2.522, 0.052, 5.690], [-0.583, 1.782, 3.001], [-2.688, 6.179, 7.522], [-3.277, -1.047, 5.162], [3.451, -0.054, 2.328], [-3.496, 1.364, 4.388], [-3.631, 4.903, 6.049], [-0.848, 0.535, 7.014], [-3.018, -2.354, 5.519], [-1.467, -0.258, 6.586], [-4.337, 3.400, 4.653], [4.595, -1.896, 2.508], [0.307, 2.410, 3.079], [-2.773, 5.163, 7.139], [2.073, 1.613, 2.195], [-1.995, -2.638, 6.447], [4.332, 0.547, 2.079], [-4.120, -0.785, 4.514]],
  "mulliken_charge": [-0.49, -0.28, 0.41, -0.36, -1.14, 0.26, 0.44, 0.16, 0.36, 0.37, 0.35, 0.38, 0.42, 0.36, 1.24, -0.74, -0.40, -0.71, 0.72, -0.27, 1.06, -1.04, -0.98, 0.33, -0.41, -0.78, 0.37, 1.08, -0.77, 0.39, -0.33, -0.64, 0.19, -0.62, 0.49, -0.68, 0.00, 0.39, 0.37, 0.17, -0.32, 0.33, -0.36, 0.34, 0.35],
  "multiplicity": 1,
  "homo_ev": -6.94,
  "e_lumo_ev": -2.561,
  "largest_force_ev_per_a": 2.13,
  "total_energy_ev": -28267.300,
  "homo_lumo_gap_ev": 4.4
}

=====

[8]
{
  "formula": "C3H5NOS",
  "method": "ωB97M-V/def2-TZVPD",
  "elements": ["C", "H", "H", "N", "S", "H", "C", "H", "O", "H", "C"],
  "xyz": [[-0.439, 0.093, 0.188], [1.271, 1.312, -1.213], [-0.288, 1.136, 0.436], [1.679, 0.503, -0.904], [-1.945, -0.065, -0.921], [2.426, 0.337, -1.514], [-1.592, -0.780, 0.760], [-2.066, -0.397, 1.563], [0.948, -1.649, -0.609], [-1.418, -1.884, 0.843], [0.796, -0.447, -0.507]],
  "mulliken_charge": [-0.22, 0.22, 0.40, -0.44, -0.10, 0.25, -0.71, 0.35, -0.58, 0.26, 0.56],
  "multiplicity": 1,
  "homo_ev": -9.04,
  "e_lumo_ev": 0.610,
  "largest_force_ev_per_a": 5.04,
  "total_energy_ev": -17564.148,
  "relative_energy_ev": 1.120,
  "homo_lumo_gap_ev": 9.7
}

=====

[9]
{
  "formula": "C3H9NS2",
  "method": "ωB97M-V/def2-TZVPD",
  "elements": ["S", "H", "C", "N", "H", "C", "H", "H", "H", "C", "H", "H", "H", "H", "S"],
  "xyz": [[-1.968, 2.658, 0.300], [0.571, -2.578, -0.849], [0.521, -1.936, 1.534], [-0.571, -2.639, 0.965], [-1.798, 1.289, 0.707], [-0.484, -2.764, -0.328], [0.099, -1.185, 2.187], [1.249, -2.474, 2.180], [-0.314, 2.507, -2.170], [0.494, 2.736, -1.526], [1.440, 2.259, -1.374], [-1.242, -3.169, -0.933], [1.216, -1.503, 0.914], [0.749, 3.748, -1.932], [0.040, 3.052, 0.325]],
  "mulliken_charge": [-0.22, 0.17, -0.80, -0.36, 0.17, -0.21, 0.27, 0.30, 0.36, -0.79, 0.26, 0.31, 0.34, 0.28, -0.07],
  "multiplicity": 1,
  "homo_ev": -9.06,
  "e_lumo_ev": 0.599,
  "largest_force_ev_per_a": 4.20,
  "total_energy_ev": -26415.252,
  "relative_energy_ev": 2.424,
  "homo_lumo_gap_ev": 9.7
}

=====

Question: Which formula does entry 5 have?
Answer: C8H24N3P